Entry 1:
The following is a DFT calculation (ωB97M-V with the def2-TZVPD basis set) of a 2-piece molecular cluster, C4H8O2 overall.

Its energy above the lowest of the compared OMol25 structures with the same formula, charge and spin is 67.1 kcal per mole. For the gap between HOMO and LUMO, the calculation gives 9.811 eV. The SMILES is O=C1C[C@H]1O.C.

```
! wB97M-V def2-TZVPD RIJCOSX def2/J DEFGRID3
* xyz 0 1
H -0.00564 1.46714 -1.15819
C 0.63804 0.90861 0.85803
H 0.24526 -3.00448 -0.83597
H -1.23956 1.72807 1.70084
C 0.59974 -1.97584 -0.95350
H 1.29593 -1.73897 -0.14207
C 0.06759 1.83534 -0.13364
C -0.83258 1.10975 0.89464
H 1.10284 -1.87120 -1.92133
H -1.71830 -0.60266 0.96187
H -0.24986 -1.28614 -0.91308
O -1.71028 0.15983 0.36971
H 0.20095 2.91093 -0.03384
O 1.60588 0.35964 1.30653
*
```

Entry 2:
The following is a DFT calculation (ωB97M-V with the def2-TZVPD basis set) of one molecule with the formula C4H8O2.

Its energy above the lowest of the compared OMol25 structures with the same formula, charge and spin is 50.1 kcal per mole. For the gap between HOMO and LUMO, the calculation gives 10.790 eV. The SMILES is C[C@H]1OC[C@H]1O.

```
! wB97M-V def2-TZVPD RIJCOSX def2/J DEFGRID3
* xyz 0 1
H 0.16421 -0.94141 -1.61146
H -0.98079 0.14140 -2.34564
H 0.08353 -1.12308 1.81382
H 1.35029 -0.98240 -0.77093
C -0.51895 0.62153 -0.25027
H 0.09054 0.49683 2.59366
O 1.78497 -0.48714 -0.05184
O -1.21909 0.28706 0.95677
H -0.73183 1.66342 -0.53127
C -0.75002 -0.35268 -1.40007
H 1.37985 1.38225 0.62861
C -0.00320 -0.04303 1.64463
C 0.86503 0.42873 0.47121
H -1.51453 -1.09148 -1.14723
*
```

Entry 3:
The following is a DFT calculation (ωB97M-V with the def2-TZVPD basis set) of a 3-piece molecular cluster, C4H8O2 overall in a non-equilibrium geometry.

Its energy above the lowest of the compared OMol25 structures with the same formula, charge and spin is 45.5 kcal per mole. For the gap between HOMO and LUMO, the calculation gives 10.897 eV.

```
! wB97M-V def2-TZVPD RIJCOSX def2/J DEFGRID3
* xyz 0 1
O -0.18868 2.47895 1.58050
H 0.66876 0.01698 -1.43976
C -1.30631 -0.46522 -0.67095
H -1.11488 -0.20310 0.36707
H -2.36273 -0.27134 -0.88798
H 0.75766 -1.26829 1.69048
H -1.14483 -1.54368 -0.72458
H 2.31109 -0.41570 2.28614
O 2.07182 -0.63210 0.29232
C 0.05149 1.40123 1.83959
C -0.37641 0.28545 -1.61927
H -0.47519 1.36783 -1.48336
C 1.72552 -0.80577 1.43155
H -0.61731 0.05477 -2.66176
*
```

Entry 4:
The following is a DFT calculation (ωB97M-V with the def2-TZVPD basis set) of a 3-piece molecular cluster, C4H8O2 overall in a non-equilibrium geometry.

Its energy above the lowest of the compared OMol25 structures with the same formula, charge and spin is 198.3 kcal per mole. For the gap between HOMO and LUMO (alpha / beta), the calculation gives 6.878 / 6.875 eV.

```
! wB97M-V def2-TZVPD RIJCOSX def2/J DEFGRID3
* xyz 0 1
O 1.18732 1.32817 -0.00062
H 1.10793 -1.65600 1.05518
H 0.13646 2.38955 -0.39370
H -0.09872 -0.86069 -1.52305
H 2.15114 -1.08669 -0.26963
C -1.86666 -0.35878 -0.29019
H -2.50036 -1.07696 -0.78696
C 0.59089 0.25043 0.24097
C -0.49086 -0.23458 -0.70140
H -0.58499 1.86719 1.06710
O -1.43748 0.70726 -1.12062
C 1.60316 -0.79086 0.64356
H -2.13150 -0.10030 0.73404
H 2.33366 -0.37774 1.34532
*
```